[1]
{
  "formula": "C17H25EuF13NO2S",
  "method": "ωB97M-V/def2-TZVPD",
  "charge": 3,
  "gap_ev": [6.871, 7.116],
  "spin_multiplicity": 8,
  "total_energy_ev": -89071.56956,
  "homo_ev": [-18.9, -18.9],
  "s2": 15.759,
  "elements": ["C", "C", "O", "C", "C", "C", "C", "F", "F", "C", "F", "F", "C", "F", "F", "C", "F", "F", "S", "F", "F", "F", "F", "F", "C", "C", "C", "C", "N", "O", "C", "C", "C", "C", "H", "H", "H", "H", "H", "H", "H", "H", "H", "H", "H", "H", "H", "H", "H", "H", "H", "H", "H", "H", "H", "H", "H", "H", "H", "Eu"],
  "xyz": [[1.06, 3.27, -1.41], [1.41, 1.67, -1.42], [0.26, 1.02, -0.90], [0.35, -0.41, -0.73], [-1.08, -0.86, -0.14], [-1.79, 0.19, 0.81], [-1.33, 0.20, 2.33], [-0.53, -0.98, 2.52], [-2.43, -0.03, 3.20], [-0.40, 1.40, 2.78], [0.71, 1.57, 1.90], [0.21, 0.96, 3.98], [-1.10, 2.78, 3.18], [-0.03, 3.49, 3.81], [-1.99, 2.59, 4.25], [-1.59, 3.73, 2.02], [-0.91, 3.56, 0.78], [-1.22, 5.05, 2.39], [-3.42, 3.82, 1.64], [-3.82, 4.44, 3.11], [-3.19, 5.41, 1.11], [-3.13, 3.37, 0.03], [-3.73, 2.26, 2.05], [-5.01, 3.97, 1.21], [1.61, -0.96, 0.09], [1.85, -2.54, 0.04], [3.41, -2.72, 0.48], [1.07, -3.37, 1.21], [1.76, -3.17, -1.30], [2.85, -3.31, -1.88], [0.66, -2.69, -2.17], [-0.72, -3.56, -2.04], [1.14, -3.05, -3.69], [0.42, -1.11, -2.20], [1.19, 3.66, -0.35], [0.01, 3.46, -1.86], [1.88, 3.76, -2.07], [1.70, 1.43, -2.49], [2.36, 1.60, -0.79], [-1.76, -0.95, -1.07], [-1.07, -1.93, 0.28], [-2.90, -0.12, 0.84], [-1.80, 1.26, 0.45], [1.54, -0.69, 1.21], [2.61, -0.50, -0.25], [3.43, -2.41, 1.59], [4.11, -2.01, -0.06], [3.74, -3.81, 0.47], [0.02, -3.68, 0.91], [1.67, -4.34, 1.31], [1.14, -2.86, 2.22], [-1.05, -3.70, -0.97], [-1.52, -3.01, -2.63], [-0.59, -4.61, -2.48], [0.21, -2.86, -4.33], [1.40, -4.14, -3.82], [1.93, -2.33, -4.07], [-0.53, -0.92, -2.81], [1.27, -0.68, -2.84], [-0.36, 4.36, -3.42]]
}

[2]
{
  "formula": "C17H25F3N4O3",
  "method": "ωB97M-V/def2-TZVPD",
  "gap_ev": 9.455,
  "total_energy_ev": -38291.94271,
  "homo_ev": -8.7,
  "smiles": "CCCNC(=O)[C@H](c1n[nH]cc1C)N1CC[C@@H](C(F)(F)F)C[C@H]1C(=O)OC",
  "de_lowest_kj_mol": 1.8,
  "elements": ["C", "C", "C", "N", "C", "O", "C", "C", "N", "N", "C", "C", "C", "N", "C", "C", "C", "C", "F", "F", "F", "C", "C", "C", "O", "O", "C", "H", "H", "H", "H", "H", "H", "H", "H", "H", "H", "H", "H", "H", "H", "H", "H", "H", "H", "H", "H", "H", "H", "H", "H", "H"],
  "xyz": [[1.67, -3.80, 0.33], [0.76, -4.45, -0.70], [-0.69, -3.98, -0.60], [-0.87, -2.57, -0.92], [-1.03, -1.64, 0.04], [-0.94, -1.88, 1.24], [-1.29, -0.18, -0.38], [-1.77, 0.13, -1.77], [-1.75, -0.72, -2.78], [-2.25, -0.04, -3.82], [-2.59, 1.23, -3.49], [-2.29, 1.39, -2.16], [-2.46, 2.62, -1.32], [-0.12, 0.67, -0.10], [1.02, 0.31, -0.94], [2.11, 1.37, -0.88], [2.57, 1.54, 0.56], [3.63, 2.61, 0.68], [3.18, 3.82, 0.30], [4.06, 2.74, 1.95], [4.70, 2.33, -0.08], [1.37, 1.84, 1.45], [0.29, 0.76, 1.30], [-0.84, 1.14, 2.24], [-1.94, 1.53, 1.93], [-0.44, 1.00, 3.51], [-1.43, 1.31, 4.49], [2.69, -4.14, 0.23], [1.66, -2.71, 0.23], [1.33, -4.02, 1.34], [1.13, -4.24, -1.71], [0.77, -5.53, -0.58], [-1.32, -4.56, -1.28], [-1.06, -4.14, 0.42], [-1.05, -2.29, -1.87], [-2.07, 0.15, 0.30], [-2.35, -0.50, -4.71], [-3.01, 1.91, -4.21], [-3.10, 3.34, -1.82], [-2.90, 2.37, -0.35], [-1.49, 3.08, -1.12], [1.45, -0.66, -0.63], [0.67, 0.19, -1.96], [2.94, 1.07, -1.52], [1.71, 2.31, -1.26], [3.05, 0.62, 0.90], [1.68, 1.90, 2.49], [0.94, 2.81, 1.17], [0.69, -0.19, 1.67], [-0.95, 1.14, 5.45], [-1.75, 2.35, 4.40], [-2.30, 0.66, 4.37]]
}

[3]
{
  "formula": "C17H25F9NO6PS5",
  "method": "ωB97M-V/def2-TZVPD",
  "gap_ev": 9.570,
  "total_energy_ev": -119731.70206,
  "homo_ev": -9.4,
  "smiles": "FC(F)(F)C(F)(F)C(F)(F)C(F)(F)P(S)N=C=S.O=S1(=O)CCCC1.O=S1(=O)CCCC1.O=S1(=O)CCCC1",
  "elements": ["F", "C", "F", "F", "C", "F", "F", "C", "F", "F", "C", "F", "F", "P", "S", "N", "C", "S", "H", "C", "C", "C", "S", "O", "O", "C", "H", "H", "H", "H", "H", "H", "H", "H", "C", "C", "C", "S", "O", "O", "C", "H", "H", "H", "H", "H", "H", "H", "H", "C", "C", "C", "S", "O", "O", "C", "H", "H", "H", "H", "H", "H", "H", "H"],
  "xyz": [[-9.43, 3.29, -1.27], [-8.40, 3.60, -0.50], [-8.45, 2.85, 0.59], [-8.50, 4.89, -0.17], [-7.09, 3.35, -1.31], [-6.95, 2.03, -1.47], [-7.28, 3.92, -2.51], [-5.75, 3.94, -0.74], [-5.68, 5.24, -1.08], [-4.77, 3.28, -1.40], [-5.46, 3.78, 0.76], [-5.68, 2.47, 1.07], [-6.37, 4.51, 1.46], [-3.63, 4.06, 1.20], [-3.81, 3.97, 3.27], [-3.45, 5.77, 0.85], [-4.29, 6.60, 1.16], [-5.37, 7.66, 1.53], [-2.70, 3.22, 3.34], [0.95, -0.56, 0.20], [-0.44, -0.65, -0.44], [-1.45, -0.16, 0.61], [-0.56, 0.99, 1.67], [-0.48, 0.44, 3.00], [-1.07, 2.33, 1.48], [1.03, 0.81, 0.87], [1.74, -0.69, -0.54], [1.06, -1.34, 0.95], [-0.48, 0.00, -1.32], [-0.67, -1.65, -0.77], [-2.30, 0.37, 0.19], [-1.80, -0.97, 1.25], [1.82, 0.89, 1.61], [1.12, 1.61, 0.14], [5.32, -3.40, 3.64], [3.88, -3.92, 3.69], [2.96, -2.81, 3.16], [3.96, -1.86, 2.01], [4.13, -0.52, 2.52], [3.49, -2.07, 0.66], [5.48, -2.77, 2.26], [6.05, -4.19, 3.80], [5.47, -2.64, 4.41], [3.79, -4.81, 3.06], [3.59, -4.21, 4.70], [2.09, -3.19, 2.63], [2.65, -2.13, 3.95], [6.32, -2.08, 2.18], [5.54, -3.53, 1.48], [4.53, -2.88, -3.89], [4.10, -1.52, -4.46], [2.59, -1.57, -4.68], [1.95, -2.74, -3.47], [1.39, -3.87, -4.16], [1.18, -2.03, -2.47], [3.53, -3.19, -2.78], [5.55, -2.86, -3.51], [4.47, -3.64, -4.67], [4.35, -0.73, -3.75], [4.62, -1.29, -5.39], [2.10, -0.61, -4.52], [2.32, -1.96, -5.66], [3.50, -4.24, -2.49], [3.70, -2.57, -1.90]]
}

[4]
{
  "formula": "C17H25KNO11",
  "method": "ωB97M-V/def2-TZVPD",
  "gap_ev": [7.961, 5.075],
  "spin_multiplicity": 2,
  "total_energy_ev": -58368.27514,
  "homo_ev": [-8.1, -7.1],
  "s2": 0.844,
  "elements": ["K", "C", "C", "C", "O", "C", "C", "C", "O", "O", "O", "H", "H", "C", "C", "O", "C", "O", "O", "C", "H", "H", "H", "H", "H", "H", "H", "H", "C", "C", "O", "C", "O", "O", "C", "H", "H", "H", "H", "H", "H", "H", "H", "C", "O", "N", "C", "C", "H", "H", "H", "H", "H", "H", "H"],
  "xyz": [[0.27, 0.73, 0.52], [0.42, 4.88, -2.03], [0.20, 3.78, -1.10], [-0.59, 4.11, 0.27], [-0.63, 3.28, 1.20], [-1.23, 5.38, 0.39], [-1.20, 6.29, -0.61], [-0.36, 6.01, -1.89], [0.05, 7.01, -2.69], [-1.81, 7.42, -0.36], [0.61, 2.59, -1.26], [1.15, 4.75, -2.81], [-1.71, 5.51, 1.35], [-1.65, -4.45, -1.36], [-0.83, -3.35, -0.59], [0.03, -3.97, 0.23], [0.87, -3.26, 1.17], [0.89, -2.01, 1.27], [1.64, -4.13, 1.80], [2.55, -3.64, 2.76], [-2.59, -4.01, -1.68], [-1.83, -5.28, -0.66], [-1.18, -4.68, -2.31], [-1.49, -2.66, -0.06], [-0.16, -2.70, -1.17], [2.69, -4.40, 3.52], [2.14, -2.72, 3.19], [3.42, -3.42, 2.13], [-5.23, -3.36, 0.29], [-4.33, -2.19, 0.81], [-4.24, -1.33, -0.35], [-3.21, -0.61, -0.42], [-2.17, -0.45, 0.30], [-3.46, 0.28, -1.48], [-2.66, 1.40, -1.70], [-6.19, -2.92, 0.03], [-5.38, -4.13, 1.04], [-4.75, -3.90, -0.53], [-3.44, -2.78, 1.05], [-4.76, -1.71, 1.70], [-1.66, 1.31, -2.13], [-2.46, 1.89, -0.75], [-3.22, 2.12, -2.29], [3.90, 0.15, 1.58], [2.78, 0.63, 1.86], [4.77, 0.73, 0.76], [5.90, 0.09, 0.20], [4.38, 1.93, -0.04], [4.25, -0.74, 2.11], [6.60, 0.85, -0.13], [5.64, -0.44, -0.72], [6.40, -0.54, 0.93], [4.46, 1.64, -1.08], [3.34, 2.26, 0.01], [5.09, 2.72, -0.27]]
}